# C42H58AsN6O5Si2TeYb

A molecular structure, C42H58AsN6O5Si2TeYb (wB97M-V/def2-TZVPD, OMol25).

- Largest force on an atom: 2.88 eV Å⁻¹
- LUMO level (spin up / spin down): 1.5509 / 1.5457 eV
- DFT total energy: -179090.3972 eV
- Orbital gap (spin up / spin down): 5.26 / 5.26 eV

Geometry as ORCA input:
```
! wB97M-V def2-TZVPD RIJCOSX def2/J DEFGRID3
* xyz -1 1
Yb 17.169 13.015 9.945
N 16.598 10.312 7.587
C 17.805 10.771 6.843
C 18.294 12.248 6.883
O 19.421 12.475 6.282
N 17.519 13.101 7.491
C 17.628 14.507 7.147
C 16.684 15.331 8.002
O 16.059 16.238 7.485
O 16.581 14.990 9.257
H 16.862 10.045 8.534
H 16.024 11.133 7.732
H 17.642 10.558 5.778
H 18.662 10.220 7.111
H 17.346 14.552 6.095
H 18.682 14.763 7.328
C 23.187 12.548 8.418
C 21.940 12.235 8.058
C 20.746 12.483 8.946
C 20.978 13.425 10.157
C 22.358 13.614 10.532
C 23.352 13.294 9.679
N 19.925 13.845 10.811
N 20.149 14.732 11.813
C 19.188 15.074 12.663
C 19.763 16.039 13.616
C 19.063 16.484 14.662
C 17.740 16.057 14.996
C 17.157 15.167 14.197
C 17.868 14.629 12.983
H 24.041 12.380 7.818
H 21.658 11.842 7.102
H 20.025 12.970 8.345
H 22.612 14.159 11.475
H 24.377 13.577 9.947
H 20.804 16.360 13.476
H 19.516 17.189 15.344
H 17.364 16.486 15.928
H 16.110 14.877 14.398
O 16.148 13.265 12.309
N 17.346 13.697 12.198
C 14.272 12.873 7.468
C 13.804 12.447 8.829
O 12.631 12.263 9.107
N 14.790 12.198 9.731
Te 14.026 11.504 11.362
C 12.556 12.776 12.133
C 12.666 14.199 12.059
C 13.814 14.933 11.395
C 11.678 15.004 12.694
C 10.604 14.404 13.383
C 9.447 15.247 13.926
C 10.611 13.047 13.558
C 11.656 12.227 13.023
C 11.809 10.839 13.505
C 13.161 9.725 10.522
C 11.872 9.503 9.913
C 10.678 10.396 10.244
C 11.732 8.468 8.970
C 12.844 7.656 8.637
C 12.720 6.659 7.525
C 14.050 7.787 9.323
C 14.222 8.789 10.295
C 15.584 8.836 10.881
H 15.345 13.196 7.426
H 13.675 13.739 7.146
H 14.037 12.026 6.785
H 13.421 15.933 11.213
H 14.206 14.489 10.513
H 14.712 14.984 12.005
H 11.670 16.043 12.467
H 8.627 14.607 14.193
H 9.126 16.020 13.196
H 9.737 15.843 14.804
H 9.887 12.529 14.231
H 11.217 10.649 14.392
H 12.853 10.649 13.805
H 11.608 10.180 12.669
H 10.124 10.614 9.318
H 11.035 11.351 10.668
H 10.039 9.985 11.051
H 10.750 8.262 8.553
H 11.733 6.200 7.509
H 13.458 5.855 7.592
H 12.870 7.107 6.517
H 14.917 7.173 9.080
H 16.263 9.502 10.400
H 16.019 7.804 10.770
H 15.655 9.104 11.930
C 20.439 11.137 13.015
Si 21.077 10.211 11.562
C 22.931 10.451 11.541
C 20.899 8.427 12.050
As 19.948 10.780 9.633
Si 20.812 8.933 8.298
C 19.461 7.653 8.655
C 22.541 8.315 8.785
C 20.878 9.235 6.501
H 21.096 11.425 13.848
H 19.667 10.589 13.467
H 19.914 12.075 12.764
H 23.364 9.618 12.156
H 23.368 11.372 11.825
H 23.321 10.265 10.573
H 21.167 8.288 13.048
H 21.598 7.708 11.648
H 19.909 8.045 11.819
H 19.177 7.702 9.715
H 19.707 6.634 8.440
H 18.538 7.961 8.095
H 22.532 7.556 9.603
H 23.148 9.174 9.016
H 22.950 7.780 7.948
H 20.381 10.122 6.136
H 20.572 8.357 5.955
H 21.948 9.331 6.262
*
```